Entry 1:
The following is a DFT calculation (ωB97M-V/def2-TZVPD) of 8 unconnected molecules or ions with the total composition C24H64O8 in a non-equilibrium geometry.

Calculated values
- Total charge: 0
- LUMO level: 0.537 eV
- Largest force on an atom: 0.05549 Eh/bohr
- ΔE to the lowest compared entry with this formula, charge and spin: 38.3 kcal per mole
- Total energy: -1554.6763 hartree
- Kohn-Sham gap: 9.904 eV
- HOMO: -9.3672 eV
- SMILES: CC(C)O.CC(C)O.CC(C)O.CC(C)O.CC(C)O.CC(C)O.CC(C)O.CC(C)O

Last column: Mulliken charge in e.
Cartesian coordinates (Å):
C -18.16571 15.85992 -21.77946  -1.09
C -18.23105 16.72883 -20.50606  0.83
C -19.40216 17.75510 -20.64772  -1.69
O -18.39630 16.03112 -19.30421  -0.41
H -17.96114 16.49458 -22.64171  0.59
H -19.14491 15.39626 -21.89906  0.28
H -17.34551 15.14668 -21.69784  0.02
H -17.35603 17.37617 -20.44766  0.12
H -20.40039 17.32561 -20.73236  0.37
H -19.25586 18.25223 -21.60665  0.41
H -19.35006 18.48610 -19.84086  0.40
H -17.61371 15.48224 -19.21545  0.23
C -19.13771 12.74019 -19.29196  -0.06
C -20.48780 12.64726 -18.62714  0.34
C -20.88154 13.89093 -17.74939  -1.39
O -21.44146 12.46215 -19.66745  -0.54
H -19.13417 13.32465 -20.21201  0.04
H -18.72600 11.75808 -19.52447  -0.16
H -18.46542 13.27410 -18.62034  0.11
H -20.36839 11.79975 -17.95218  0.12
H -21.10608 14.79509 -18.31524  0.26
H -20.03783 14.01137 -17.06987  0.35
H -21.81395 13.65165 -17.23807  0.50
H -22.32317 12.44725 -19.28802  0.34
C -18.67411 8.37732 -22.80411  -0.88
C -20.08494 8.92349 -22.54896  0.48
C -20.31450 9.22008 -21.09947  -0.97
O -20.27367 10.14096 -23.31755  -0.49
H -17.96129 9.14157 -22.49439  -0.10
H -18.40984 8.10936 -23.82707  0.33
H -18.43503 7.52257 -22.17137  0.40
H -20.78379 8.17798 -22.92834  0.29
H -21.35259 9.51815 -20.95242  0.41
H -19.58129 9.94881 -20.75385  -0.04
H -20.04960 8.32795 -20.53199  0.40
H -21.10315 10.59389 -23.14895  0.26
C -11.54058 6.74315 -24.79836  -1.33
C -11.70263 7.52278 -23.48682  0.37
C -13.12547 7.81198 -23.08626  -1.19
O -10.94097 6.77231 -22.57173  -0.56
H -11.94098 7.19007 -25.70832  0.37
H -12.06936 5.79281 -24.72532  0.38
H -10.48761 6.50461 -24.94821  0.35
H -11.06346 8.40510 -23.51975  0.26
H -13.19745 7.98437 -22.01238  0.33
H -13.71232 6.89613 -23.15640  0.27
H -13.69230 8.50328 -23.70988  0.38
H -11.35226 5.91668 -22.71433  0.38
C -13.92472 15.61134 -19.94534  -1.46
C -14.66844 15.01544 -18.76103  1.34
C -14.89089 16.06012 -17.66419  -1.46
O -15.94925 14.57942 -19.21539  -0.14
H -13.88131 14.93353 -20.79787  0.36
H -12.88503 15.77001 -19.65903  0.44
H -14.38083 16.54526 -20.27376  0.28
H -14.10199 14.14966 -18.41799  -0.27
H -15.16263 15.60160 -16.71339  0.38
H -15.63285 16.79074 -17.98634  0.27
H -14.00749 16.68097 -17.51507  0.42
H -15.86801 13.84196 -19.82461  -0.19
C -12.19023 11.05360 -18.78207  -1.10
C -12.26806 10.37346 -17.37342  0.66
C -11.43537 9.06553 -17.37216  -1.41
O -11.86735 11.31549 -16.38927  -0.57
H -11.14817 11.21403 -19.05861  0.59
H -12.64803 12.04278 -18.77516  0.15
H -12.57021 10.38707 -19.55630  0.17
H -13.28607 10.13844 -17.06274  0.23
H -11.22594 8.71626 -16.36110  0.38
H -10.55273 9.09862 -18.01087  0.30
H -12.01102 8.22055 -17.74996  0.35
H -11.15693 11.83948 -16.76653  0.32
C -14.99430 10.79495 -21.94255  -1.28
C -16.13806 11.28588 -20.96888  2.34
C -15.67537 11.36784 -19.48347  -1.37
O -16.37091 12.64470 -21.31046  -0.07
H -15.39689 10.69694 -22.95073  0.24
H -14.52438 9.84207 -21.69901  0.27
H -14.11120 11.43361 -21.96118  0.38
H -17.10685 10.80146 -21.09079  -1.09
H -14.80563 11.97748 -19.23853  -0.16
H -15.24956 10.39280 -19.24666  0.54
H -16.52432 11.50205 -18.81312  0.23
H -16.83894 12.62151 -22.14832  0.01
C -16.75416 13.00691 -25.41499  -1.25
C -17.93534 12.13313 -25.05294  0.62
C -17.99170 10.80690 -25.90327  -1.33
O -17.76491 11.80001 -23.67851  -0.13
H -16.94637 14.00771 -25.02825  0.28
H -16.59568 12.99225 -26.49330  0.40
H -15.84182 12.68834 -24.91075  0.25
H -18.85969 12.69826 -25.17251  0.24
H -18.18195 11.01001 -26.95715  0.43
H -18.80429 10.15818 -25.57622  0.27
H -17.08931 10.20524 -25.79465  0.26
H -18.50755 11.22400 -23.48284  -0.18

Atomic forces in eV per Å
C 0.143 0.435 0.871
C -1.405 1.339 -0.837
C 0.804 -0.456 -0.339
O -0.358 -0.095 -0.127
H -0.066 0.056 -0.039
H 0.156 -0.366 -0.152
H -0.215 -0.291 -0.028
H 0.520 -0.122 -0.027
H 0.063 -0.358 0.411
H 0.110 0.348 0.044
H -0.188 -0.042 -0.028
H 0.483 -0.434 0.272
C 0.435 0.685 -0.108
C -0.117 1.461 0.005
C 0.315 -1.289 -0.804
O -0.102 -0.564 -0.016
H -0.272 0.028 -0.002
H -0.055 -0.033 0.067
H 0.263 -0.235 0.029
H -0.726 -0.368 0.151
H 0.563 -0.065 -0.229
H -0.363 0.453 0.292
H 0.120 -0.113 0.445
H -0.086 -0.003 0.104
C 0.350 0.725 0.276
C 0.099 0.013 -0.858
C 0.489 -0.602 0.175
O 1.056 -0.321 -0.470
H 0.170 0.177 -0.049
H -0.463 0.091 -0.103
H -0.399 -0.122 0.023
H -0.310 -0.034 0.109
H 0.211 0.146 0.419
H -0.366 0.471 -0.083
H -0.513 -0.190 0.188
H -0.137 -0.294 0.403
C -0.363 0.138 -0.406
C 1.477 0.860 -1.529
C -0.546 -1.178 0.533
O -0.898 -0.807 0.976
H 0.023 0.391 0.101
H -0.123 -0.235 0.221
H -0.028 0.176 -0.044
H -0.597 0.638 -0.432
H 0.151 0.800 -0.086
H 0.007 -0.468 -0.296
H 0.471 0.412 0.197
H 0.464 -0.776 0.750
C 0.510 -0.084 0.068
C -0.344 0.535 -0.762
C 0.321 -0.111 -0.213
O -0.316 0.328 0.795
H -0.255 -0.158 0.001
H 0.092 0.343 0.005
H 0.022 0.047 0.049
H 0.050 -0.076 0.405
H -0.177 0.112 -0.081
H -0.392 -0.294 -0.005
H 0.322 -0.319 0.091
H -0.042 -0.237 -0.477
C 0.103 -0.652 0.839
C 0.488 0.024 -0.951
C -0.688 -0.176 0.134
O 0.296 -0.046 0.118
H 0.279 -0.048 0.225
H -0.348 -0.212 -0.103
H -0.372 0.213 -0.030
H -0.148 -0.071 -0.400
H 0.420 0.472 0.102
H 0.223 0.270 0.332
H -0.374 0.162 -0.408
H 0.193 0.079 0.108
C -0.614 -0.685 0.575
C 2.429 1.448 0.383
C -0.168 -2.088 -0.555
O -0.148 0.532 0.039
H 0.014 0.164 -0.051
H -0.561 -0.369 0.301
H -0.427 0.699 0.133
H 0.305 -0.766 0.155
H -0.457 0.721 -0.525
H -0.242 -0.454 0.182
H 0.211 0.424 -0.011
H -0.303 0.284 -0.538
C -0.139 0.210 0.098
C 0.764 -1.370 -0.625
C -0.343 0.689 0.532
O -0.110 0.046 -0.001
H 0.069 0.206 -0.345
H 0.036 0.335 0.050
H -0.021 -0.384 -0.100
H -0.173 -0.054 -0.137
H 0.188 0.147 -0.045
H -0.187 0.174 0.198
H 0.265 0.296 -0.022
H -0.497 -0.288 0.494

Entry 2:
The following is a DFT calculation (ωB97M-V/def2-TZVPD) of a molecular structure, C19H52F6O17PS7 in a non-equilibrium geometry.

Calculated values
- Total charge: -1
- LUMO level: 1.559 eV
- Largest force on an atom: 0.31218 Eh/bohr
- ΔE to the lowest compared entry with this formula, charge and spin: 859.8 kcal per mole
- Total energy: -5760.9398 hartree
- Kohn-Sham gap: 6.503 eV
- HOMO: -4.9444 eV

Last column: Mulliken charge in e.
Cartesian coordinates (Å):
P -0.86152 0.24479 -0.14519  1.18
F -1.57233 1.45991 0.83486  -1.59
F -0.54603 1.41486 -1.28358  -1.22
F 0.62204 0.61296 0.46758  1.88
F -0.11467 -0.82581 -1.19196  1.23
F -0.99452 -0.89096 1.06223  -0.31
F -2.30413 -0.08469 -0.85442  -0.40
O 2.16049 -4.07077 0.22235  -0.68
S 2.43596 -2.85855 1.05762  1.03
O 3.21746 -2.84018 2.31048  -0.72
O 3.06017 -1.76728 -0.02821  -0.53
C 2.56799 -1.80362 -1.35971  0.51
C 2.40930 -0.39882 -1.89515  -2.37
C 0.83035 -1.92263 1.38836  -0.14
H 1.60037 -2.30165 -1.42117  -0.67
H 3.26853 -2.34016 -1.99958  0.56
H 3.41646 0.01646 -1.93044  0.94
H 1.80190 0.26709 -1.28218  0.43
H 2.05807 -0.31249 -2.92340  0.56
H 1.06065 -0.99196 1.90695  0.59
H 0.31336 -2.59363 2.07433  -0.38
H 0.29159 -1.68123 0.47208  0.13
O -4.95441 3.34152 -4.05017  -0.66
S -4.47698 2.18438 -3.34418  1.09
O -3.40824 1.29596 -3.88191  -0.56
O -3.95071 2.77760 -1.91447  -0.60
C -3.25792 1.89219 -1.01680  1.19
C -3.33160 2.41783 0.41893  -0.41
C -5.94062 1.28840 -2.67260  -0.95
H -2.19738 1.83456 -1.26185  -0.40
H -3.64663 0.88138 -1.14029  0.36
H -2.70661 3.30190 0.54496  0.47
H -2.96289 1.57991 1.01057  0.10
H -4.34108 2.64481 0.76178  0.43
H -6.78937 1.19848 -3.35057  0.42
H -6.29337 1.62624 -1.69817  0.34
H -5.55754 0.29289 -2.44830  0.28
O 3.07303 4.27123 -0.43624  -0.77
S 3.13302 2.79897 -0.65026  1.23
O 3.45058 2.23627 -1.98525  -0.66
O 4.22456 2.16373 0.44598  -0.41
C 4.43790 0.76964 0.36318  0.89
C 5.85145 0.45642 -0.12994  -1.81
C 1.54307 2.11675 -0.05426  0.44
H 3.70713 0.19548 -0.20640  -0.44
H 4.34569 0.38470 1.37878  0.28
H 6.38691 -0.14925 0.60118  0.35
H 6.35999 1.39729 -0.34029  0.41
H 5.81231 -0.05178 -1.09342  0.36
H 1.75903 1.38643 0.72554  -0.75
H 0.99718 1.61554 -0.85356  0.37
H 0.94901 2.91551 0.38981  -0.02
O 0.88329 -3.08501 -2.77333  -0.56
S -0.21489 -3.80288 -2.08394  1.49
O -0.54160 -5.12877 -2.58042  -0.82
O 0.12515 -3.84757 -0.44495  0.23
C -0.60556 -4.75807 0.25865  -0.32
C 0.13231 -5.01540 1.54914  -1.35
C -1.73852 -2.72955 -2.12944  -0.11
H -0.66732 -5.69127 -0.30121  0.57
H -1.62177 -4.43769 0.48841  0.22
H -0.17264 -4.19463 2.19834  0.17
H 1.16537 -5.27418 1.31688  0.37
H -0.15975 -5.98036 1.96344  0.53
H -1.53157 -1.72906 -1.74960  -0.50
H -2.42392 -3.11520 -1.37471  0.50
H -2.28218 -2.77213 -3.07323  0.38
O 1.94479 0.09839 3.01256  -0.38
S 2.38985 1.47948 2.99117  0.63
O 3.80003 1.78104 2.78102  -0.62
O 1.43140 2.37233 1.93714  -0.35
C 0.00718 2.18393 1.99627  -1.23
C -0.59796 3.17887 1.02888  -1.50
C 1.72422 2.22992 4.59447  -1.04
H -0.38935 2.31789 3.00273  1.52
H -0.24560 1.16923 1.68870  0.01
H -0.16787 4.17317 1.14924  0.08
H -1.67270 3.27608 1.18249  0.50
H -0.42081 2.80234 0.02144  0.18
H 2.48088 2.20308 5.37858  0.44
H 0.82791 1.65297 4.82216  0.38
H 1.41650 3.26395 4.43891  0.27
C 0.19974 -1.57854 -3.22958  -0.40
S 0.22027 0.17476 -3.83271  0.49
O 0.19901 0.22211 -5.39679  -0.94
C -1.40113 0.77566 -3.22047  -0.91
H 1.21507 -1.95801 -3.34443  0.68
H -0.42093 -2.28020 -3.78683  0.98
H -0.01466 -1.64245 -2.16278  -2.01
H -1.38859 0.61997 -2.14171  0.36
H -2.16902 0.14783 -3.67244  0.39
H -1.57962 1.81347 -3.50185  0.76
C -0.46196 -0.54898 3.74762  -1.58
S -1.71658 0.66307 4.28305  0.04
O -0.88447 1.82456 4.78386  -0.65
C -2.58950 1.02063 2.68347  0.00
H -0.98729 -1.42805 3.37430  0.43
H 0.21170 -0.82967 4.55726  0.55
H 0.08324 -0.18316 2.87755  0.01
H -2.15190 1.86988 2.15869  -0.03
H -3.65263 1.18528 2.85878  0.44
H -2.52262 0.11432 2.08161  0.10

Atomic forces in eV per Å
P 0.789 0.319 0.275
F 4.147 -8.644 -7.889
F 0.909 0.202 3.949
F -6.831 -8.543 -0.332
F -1.644 4.363 6.846
F -4.086 2.808 -1.814
F 2.707 -2.794 3.124
O 3.605 2.716 2.796
S -0.743 0.611 -1.473
O -1.102 -0.382 -2.767
O 0.455 -0.933 2.358
C -1.120 0.233 -0.708
C 1.983 0.252 0.099
C 2.907 -1.911 -0.069
H 1.425 0.286 1.046
H 0.005 -0.282 0.149
H -0.219 0.211 -0.140
H 0.578 -0.688 -0.416
H 0.575 -0.390 0.720
H 0.734 -1.154 -0.586
H -0.132 0.436 -0.427
H 2.176 -2.070 0.624
O 0.341 -0.753 0.072
S 0.883 0.076 1.061
O -6.406 2.865 0.343
O -0.332 0.242 -1.417
C -0.862 1.285 0.128
C -4.285 0.057 -1.262
C 0.698 -1.102 0.015
H -1.735 1.148 -0.562
H -1.031 1.182 0.043
H -1.518 -0.347 -0.671
H -3.655 1.781 -1.184
H -0.412 0.277 -0.447
H 0.418 0.255 -0.291
H 0.322 0.815 -0.274
H -0.063 -0.221 -0.297
O 0.916 -2.831 -0.379
S -0.475 0.939 -0.736
O -0.136 1.483 2.355
O -1.403 1.867 -2.002
C 0.707 -1.428 0.379
C -0.334 0.234 -0.518
C 5.523 2.824 -5.292
H 0.160 0.977 0.191
H 0.032 0.122 -0.224
H 0.151 0.096 -0.173
H 0.200 -0.043 0.315
H 0.076 -0.262 0.023
H 3.315 2.055 -2.798
H 2.603 2.241 -0.648
H 2.427 -0.424 -2.240
O -0.302 -15.011 5.681
S 0.749 -2.300 -0.264
O -0.370 1.075 0.752
O -1.666 2.090 -4.658
C -0.884 -2.630 1.217
C -0.819 -1.597 0.167
C -0.706 -0.807 1.418
H -0.145 -0.030 -0.114
H -0.233 0.321 -0.190
H 1.006 -0.610 0.511
H -0.177 1.025 0.602
H -0.944 0.124 0.282
H -0.732 -1.034 -0.955
H 0.137 -0.789 0.117
H 0.567 0.051 -0.045
O 1.540 1.375 -0.484
S -0.233 2.547 2.765
O -2.912 -0.134 0.992
O 1.961 0.000 8.357
C 0.546 0.854 2.568
C 0.231 2.558 0.741
C 1.152 -0.489 -1.005
H 0.639 0.633 -0.121
H 1.458 1.983 2.781
H 0.364 0.117 0.053
H 1.980 0.861 0.925
H -1.170 1.570 0.462
H 0.134 -0.269 -0.232
H 0.631 0.110 0.091
H 0.196 -0.099 -0.328
C -1.134 5.635 -4.668
S -1.567 1.141 -2.527
O -0.198 -0.449 2.255
C 1.262 -2.583 -1.476
H 0.327 4.847 -2.662
H -0.269 1.886 -1.356
H 0.848 0.291 -4.804
H -1.208 -0.449 -4.538
H 1.247 -0.353 -0.098
H 0.851 -0.299 0.167
C -1.290 -0.031 -0.802
S -0.035 -0.852 0.929
O -1.841 -0.121 -0.171
C -0.402 -0.344 2.980
H -0.259 -0.103 0.404
H -0.238 0.339 0.047
H -0.581 0.115 1.197
H -0.887 -0.476 3.085
H 0.125 0.106 0.679
H 0.004 0.150 0.401